{"formula": "C38H26F5N2O2PSeSr", "method": "the ωB97M-V functional and the def2-TZVPD basis", "homo_energy_ev": -7.15, "homo_lumo_gap_ev": 6.557, "e_lumo_ev": -0.59, "relative_energy_kj_mol": 12.5, "elements": ["Sr", "C", "C", "C", "C", "C", "C", "H", "H", "H", "H", "H", "H", "O", "C", "O", "C", "P", "C", "C", "C", "C", "C", "C", "C", "C", "C", "C", "C", "C", "H", "H", "H", "H", "H", "H", "H", "H", "H", "H", "H", "H", "C", "C", "N", "C", "C", "C", "C", "C", "C", "C", "C", "C", "N", "C", "H", "H", "H", "H", "H", "H", "H", "H", "F", "C", "C", "F", "C", "F", "C", "Se", "C", "F", "C", "F"], "coordinates": [[-0.0837, -1.0247, 0.2134], [3.5124, 0.2166, -1.9339], [2.9076, 1.2830, -2.5824], [2.2765, 2.2778, -1.8485], [2.2501, 2.2057, -0.4628], [2.8506, 1.1344, 0.1880], [3.4762, 0.1362, -0.5477], [3.9877, -0.5670, -2.5087], [2.9158, 1.3291, -3.6635], [1.7998, 3.1055, -2.3591], [1.7670, 2.9852, 0.1142], [2.8325, 1.0840, 1.2702], [3.9429, -0.6981, -0.0408], [-2.2913, -0.8614, -0.7457], [-2.5828, -0.3400, 0.3624], [-2.1738, -0.8165, 1.4557], [-3.0948, 1.0926, 0.3502], [-1.5847, 1.9954, -0.2856], [-1.7425, 3.7373, 0.2183], [-2.6693, 4.1886, 1.1554], [-2.7034, 5.5263, 1.5286], [-1.8131, 6.4274, 0.9684], [-0.8882, 5.9871, 0.0316], [-0.8508, 4.6541, -0.3384], [-1.9117, 2.0748, -2.0718], [-2.9613, 2.8221, -2.6051], [-3.1927, 2.8278, -3.9688], [-2.3788, 2.0820, -4.8142], [-1.3349, 1.3361, -4.2931], [-1.0976, 1.3381, -2.9247], [-3.3349, 1.3916, 1.3685], [-3.9376, 1.2416, -0.3236], [-3.3791, 3.5008, 1.5949], [-3.4357, 5.8592, 2.2528], [-1.8400, 7.4706, 1.2546], [-0.1922, 6.6849, -0.4161], [-0.1343, 4.3249, -1.0833], [-3.5957, 3.4049, -1.9461], [-4.0097, 3.4110, -4.3741], [-2.5691, 2.0829, -5.8797], [-0.7090, 0.7369, -4.9416], [-0.2831, 0.7310, -2.5447], [-0.1901, 0.6397, 4.7193], [0.0001, 0.5958, 3.3322], [0.6940, -0.3372, 2.7190], [1.2723, -1.3038, 3.4623], [1.1964, -1.3120, 4.8624], [0.4202, -0.3186, 5.4849], [1.9191, -2.3023, 5.6122], [2.6866, -3.2159, 4.9857], [2.7640, -3.2549, 3.5520], [3.5405, -4.2071, 2.8658], [3.5380, -4.2171, 1.4969], [2.7306, -3.2931, 0.8151], [1.9986, -2.3885, 1.4319], [2.0330, -2.3392, 2.7827], [-0.7944, 1.4224, 5.1546], [-0.4261, 1.3657, 2.6972], [0.3205, -0.3221, 6.5632], [1.8419, -2.2826, 6.6918], [3.2498, -3.9508, 5.5469], [4.1267, -4.9228, 3.4288], [4.1219, -4.9314, 0.9341], [2.6519, -3.2943, -0.2687], [-2.7144, -6.6399, -3.1549], [-1.8682, -5.6189, -2.9883], [-1.2970, -4.9932, -4.0826], [-1.5937, -5.4174, -5.3154], [-0.4195, -3.9348, -3.8993], [0.1013, -3.3796, -4.9997], [-0.0744, -3.4595, -2.6430], [1.1978, -2.0375, -2.3790], [-0.6777, -4.1086, -1.5751], [-0.4361, -3.7040, -0.2970], [-1.5543, -5.1672, -1.7154], [-2.1021, -5.7491, -0.6434]], "lowdin_charge": [1.2914, -0.1533, -0.0931, -0.0980, -0.1091, -0.1123, -0.1171, 0.0960, 0.1102, 0.1009, 0.0931, 0.0959, 0.0970, -0.1653, -0.8549, -0.1586, -0.2197, 1.0636, -0.3819, -0.0917, -0.0854, -0.0895, -0.0803, -0.1057, -0.3743, -0.0886, -0.0823, -0.0805, -0.0638, -0.1027, 0.0756, 0.0959, 0.0894, 0.1031, 0.1022, 0.1051, 0.0954, 0.1092, 0.1020, 0.1027, 0.1096, 0.0506, -0.0251, -0.1208, 0.0393, -0.1469, -0.1393, 0.0034, -0.0183, -0.0180, -0.1416, -0.0001, -0.0258, -0.1316, 0.0534, -0.1462, 0.1113, 0.1040, 0.1211, 0.1165, 0.1169, 0.1205, 0.1114, 0.0585, 0.1175, -0.1401, -0.1424, 0.1161, -0.2573, 0.0720, -0.5104, 0.6052, -0.2455, -0.0102, -0.1449, 0.1168]}


{"formula": "C38H28Cl2LuN7O8", "method": "the ωB97M-V functional and the def2-TZVPD basis", "homo_energy_ev": -2.71, "total_charge": -2, "homo_lumo_gap_ev": 6.789, "e_lumo_ev": 4.08, "relative_energy_kj_mol": 0.0, "elements": ["Lu", "O", "C", "C", "C", "C", "C", "C", "C", "N", "C", "C", "N", "C", "C", "C", "C", "C", "C", "C", "O", "H", "H", "H", "H", "H", "H", "H", "H", "H", "H", "H", "H", "H", "H", "O", "C", "C", "C", "C", "C", "C", "C", "O", "N", "N", "C", "C", "C", "C", "C", "C", "N", "H", "H", "H", "H", "H", "H", "H", "H", "H", "H", "Cl", "C", "C", "C", "Cl", "C", "C", "C", "C", "N", "C", "C", "O", "H", "H", "H", "H", "O", "N", "O", "O"], "coordinates": [[-0.5205, 0.4708, -0.6813], [0.9912, -1.1056, -0.0054], [1.4002, -2.3234, -0.2846], [0.6970, -3.1553, -1.1602], [1.2455, -4.3802, -1.5815], [2.4529, -4.8728, -1.1299], [3.1476, -4.0607, -0.2383], [2.6736, -2.8268, 0.1738], [3.3200, -2.0378, 1.2521], [4.5667, -2.0056, 1.5976], [4.7666, -1.0453, 2.6724], [4.6840, 0.4254, 2.3395], [3.3903, 0.8948, 1.9393], [2.9560, 1.9644, 2.5521], [1.7844, 2.8765, 2.3627], [1.6906, 3.9685, 3.3075], [0.6881, 4.8914, 3.2811], [-0.2898, 4.7813, 2.2425], [-0.1494, 3.8023, 1.2828], [0.8295, 2.7502, 1.3427], [0.7093, 1.7517, 0.5353], [-0.2845, -2.9058, -1.4835], [0.5645, -5.0106, -2.2639], [2.9420, -5.8165, -1.3467], [4.0866, -4.3965, 0.2058], [2.6114, -1.3729, 1.7251], [5.8369, -1.1718, 3.1260], [4.1205, -1.2397, 3.5366], [5.4501, 0.6550, 1.4944], [5.0286, 1.0050, 3.1878], [3.5472, 2.4338, 3.3095], [2.5292, 3.9936, 4.0247], [0.6659, 5.6958, 4.0153], [-1.1213, 5.4414, 2.1573], [-0.8006, 3.7721, 0.3935], [-3.7569, -1.7258, -5.0969], [-4.3942, -2.1320, -4.0217], [-5.5864, -2.8523, -4.2247], [-6.3002, -3.3542, -3.1465], [-5.9509, -2.8509, -1.8973], [-4.7951, -2.1234, -1.6404], [-3.9543, -1.8548, -2.6921], [-2.6122, -1.2638, -2.4076], [-2.3349, -0.9780, -1.2030], [-1.7680, -1.1194, -3.4378], [-0.5722, -0.5676, -3.0529], [0.4514, -0.5641, -3.8332], [1.7646, -0.1096, -3.2662], [2.8870, 0.0452, -4.1331], [4.0082, 0.6791, -3.6214], [3.9827, 1.0389, -2.2944], [2.8330, 0.8584, -1.5000], [1.7311, 0.3840, -2.0373], [-2.8594, -1.4098, -4.6052], [-5.7884, -3.1444, -5.2895], [-7.2554, -3.9147, -3.2805], [-6.6668, -3.0649, -1.0626], [-4.5833, -1.8513, -0.6651], [0.4178, -0.9160, -4.8367], [2.9132, -0.3052, -5.1558], [4.8794, 0.6621, -4.2525], [4.9182, 1.3802, -1.8924], [2.6903, 1.0941, -0.5207], [-4.5652, 3.6718, 0.7194], [-3.7371, 2.5656, 1.8093], [-4.0607, 2.5828, 3.1617], [-3.5492, 1.6841, 4.0378], [-3.7868, 1.9781, 5.7806], [-2.6045, 0.7915, 3.6541], [-1.9056, -0.0915, 4.4902], [-0.9195, -0.8956, 3.9545], [-0.6661, -0.8978, 2.5712], [-1.3271, -0.0798, 1.6939], [-2.1240, 0.8375, 2.2524], [-2.7804, 1.7019, 1.2858], [-2.3262, 1.7372, 0.0986], [-4.6788, 3.3767, 3.5916], [-2.1388, -0.2573, 5.5405], [-0.2173, -1.4870, 4.5174], [0.1802, -1.4625, 2.1758], [0.5016, 3.9153, -1.7068], [0.2255, 3.0762, -2.5306], [0.6018, 3.1702, -3.6882], [-0.6307, 2.1964, -2.2237]], "lowdin_charge": [1.7886, -0.2593, -0.3630, -0.0309, -0.1175, -0.1464, -0.0799, -0.1331, -0.1202, 0.0375, -0.2931, -0.2868, 0.0384, -0.0862, -0.1223, -0.0907, -0.1327, -0.0773, -0.0179, -0.3523, -0.2281, 0.0805, 0.1159, 0.0796, 0.1006, 0.0899, 0.1167, 0.1007, 0.1357, 0.0819, 0.0730, 0.0932, 0.0794, 0.0839, 0.1075, 0.0221, -0.3204, -0.0448, -0.1188, -0.1266, -0.0263, -0.0708, -0.4313, -0.1336, 0.0300, -0.0423, -0.0492, -0.2278, -0.0180, -0.0867, -0.0319, -0.0711, 0.0513, 0.1005, 0.1187, 0.1022, 0.1010, 0.0950, 0.1076, 0.0993, 0.0957, 0.0925, 0.0536, 0.6323, -0.5731, -0.1537, -0.6202, 0.5945, -0.1927, -0.0446, -0.0620, -0.0771, 0.0709, -0.1158, -0.4229, -0.1733, 0.1020, 0.0890, 0.0934, 0.0953, 0.0190, -0.6054, -0.0094, -0.1816]}


{"formula": "C38H29Br2F3InN5O3P2S2", "method": "the ωB97M-V functional and the def2-TZVPD basis", "homo_energy_ev": -13.97, "total_charge": 2, "homo_lumo_gap_ev": 8.007, "e_lumo_ev": -5.96, "relative_energy_kj_mol": 0.0, "elements": ["In", "N", "P", "C", "C", "C", "C", "C", "C", "C", "C", "C", "C", "C", "C", "P", "C", "C", "C", "C", "C", "C", "C", "C", "C", "C", "C", "C", "H", "H", "H", "H", "H", "H", "H", "H", "H", "H", "H", "H", "H", "H", "H", "H", "H", "H", "H", "H", "H", "S", "N", "C", "C", "C", "C", "C", "N", "C", "C", "N", "C", "C", "C", "C", "C", "N", "H", "H", "H", "H", "H", "H", "Br", "C", "Br", "H", "H", "F", "C", "F", "F", "S", "O", "O", "O"], "coordinates": [[0.4228, -0.0968, -1.0781], [-1.1967, 1.5936, 0.9708], [0.3426, 1.0515, 1.4463], [0.1471, -0.1410, 2.7838], [0.7787, -1.3773, 2.6900], [0.6198, -2.3224, 3.6952], [-0.1798, -2.0333, 4.7897], [-0.8070, -0.7949, 4.8951], [-0.6373, 0.1533, 3.9020], [1.0750, 2.4991, 2.2267], [0.7607, 3.7829, 1.7804], [1.3522, 4.8843, 2.3812], [2.2688, 4.7080, 3.4101], [2.5859, 3.4305, 3.8518], [1.9888, 2.3261, 3.2666], [-1.8190, 1.0031, -0.4746], [-3.0898, -0.2038, -0.0937], [-3.2154, -0.7354, 1.1887], [-4.1273, -1.7550, 1.4223], [-4.8983, -2.2490, 0.3787], [-4.7699, -1.7212, -0.9018], [-3.8689, -0.6974, -1.1434], [-2.5726, 2.3072, -1.4238], [-3.8416, 2.7762, -1.0709], [-4.3998, 3.8268, -1.7773], [-3.7056, 4.3957, -2.8395], [-2.4536, 3.9192, -3.2024], [-1.8827, 2.8751, -2.4934], [-1.7584, 2.1762, 1.5818], [1.4161, -1.5972, 1.8417], [1.1232, -3.2780, 3.6271], [-0.3078, -2.7678, 5.5736], [-1.4169, -0.5687, 5.7593], [-1.1077, 1.1252, 4.0021], [0.0501, 3.9256, 0.9747], [1.0900, 5.8818, 2.0531], [2.7275, 5.5695, 3.8768], [3.2918, 3.2953, 4.6599], [2.2290, 1.3332, 3.6266], [-2.6071, -0.3618, 2.0032], [-4.2394, -2.1581, 2.4200], [-5.6104, -3.0424, 0.5635], [-5.3762, -2.1048, -1.7111], [-3.7627, -0.2930, -2.1425], [-4.3927, 2.3144, -0.2600], [-5.3800, 4.1965, -1.5093], [-4.1516, 5.2094, -3.3956], [-1.9283, 4.3524, -4.0427], [-0.9192, 2.4837, -2.7953], [4.5386, -6.4444, 0.0891], [5.0063, -4.9802, -0.3833], [3.9131, -4.2375, -0.4611], [3.8647, -2.8458, -0.8598], [4.9857, -2.1231, -1.2814], [4.8287, -0.8178, -1.6844], [3.5628, -0.2440, -1.6313], [2.5004, -0.9134, -1.1995], [2.6256, -2.2092, -0.8459], [1.4005, -2.9426, -0.5124], [0.2317, -2.2771, -0.6065], [-0.9129, -2.9225, -0.4052], [-0.9493, -4.2662, -0.0492], [0.2341, -4.9553, 0.0809], [1.4400, -4.2917, -0.1660], [2.7349, -4.9385, -0.1166], [2.9538, -6.2007, 0.2182], [5.9515, -2.6114, -1.3013], [5.6636, -0.2324, -2.0412], [3.3960, 0.7751, -1.9484], [-1.8239, -2.3583, -0.5474], [-1.9037, -4.7480, 0.1059], [0.2545, -6.0041, 0.3479], [1.6698, 2.9928, -1.6350], [3.1345, 3.8598, -0.6929], [4.2114, 2.6483, 0.3255], [2.6926, 4.5785, -0.0163], [3.7484, 4.3238, -1.4537], [0.1389, 0.4885, -6.0959], [-0.8315, 0.0378, -5.3201], [-1.5909, 1.0585, -4.9220], [-1.5749, -0.8342, -5.9764], [-0.1073, -0.7960, -3.8468], [0.6983, -1.8722, -4.3127], [-1.2174, -1.1045, -2.9537], [0.6853, 0.3109, -3.1883]], "lowdin_charge": [0.6365, -0.3523, 0.9394, -0.3863, -0.0957, -0.0539, -0.0445, -0.0481, -0.0898, -0.3789, -0.1289, -0.0699, -0.0456, -0.0567, -0.0995, 0.9290, -0.3737, -0.0837, -0.0562, -0.0480, -0.0425, -0.0863, -0.3436, -0.0689, -0.0467, -0.0360, -0.0454, -0.1099, 0.1032, 0.0853, 0.1137, 0.1188, 0.1188, 0.1182, 0.0931, 0.1193, 0.1197, 0.1193, 0.1131, 0.0854, 0.1159, 0.1181, 0.1209, 0.1179, 0.1159, 0.1189, 0.1206, 0.1214, 0.0490, 1.0999, -0.1933, -0.2975, -0.0548, 0.0622, 0.0082, -0.1127, 0.0459, -0.1230, -0.1383, 0.0434, -0.0602, 0.0188, 0.0601, -0.0585, -0.2998, -0.1946, 0.1381, 0.1299, 0.0605, 0.0983, 0.1277, 0.1372, 0.7237, -0.9562, 0.6963, -0.0130, 0.0142, 0.1792, -0.6751, 0.1481, 0.1816, 0.5448, -0.2164, -0.3290, -0.4160]}


{"formula": "C38H29Br2F3InN5O3P2S2", "method": "the ωB97M-V functional and the def2-TZVPD basis", "homo_energy_ev": -13.86, "total_charge": 2, "homo_lumo_gap_ev": 7.901, "e_lumo_ev": -5.96, "relative_energy_kj_mol": 18.7, "elements": ["In", "N", "P", "C", "C", "C", "C", "C", "C", "C", "C", "C", "C", "C", "C", "P", "C", "C", "C", "C", "C", "C", "C", "C", "C", "C", "C", "C", "H", "H", "H", "H", "H", "H", "H", "H", "H", "H", "H", "H", "H", "H", "H", "H", "H", "H", "H", "H", "H", "S", "N", "C", "C", "C", "C", "C", "N", "C", "C", "N", "C", "C", "C", "C", "C", "N", "H", "H", "H", "H", "H", "H", "Br", "C", "Br", "H", "H", "F", "C", "F", "F", "S", "O", "O", "O"], "coordinates": [[-0.5377, -0.6971, -0.6850], [1.7965, 1.2582, 0.0591], [1.0333, 0.4485, 1.3540], [0.3845, 1.7377, 2.4368], [-0.9913, 1.9313, 2.5446], [-1.4930, 2.9573, 3.3331], [-0.6206, 3.7969, 4.0094], [0.7535, 3.6071, 3.9107], [1.2566, 2.5765, 3.1359], [2.3632, -0.2841, 2.3243], [3.6299, -0.5031, 1.7902], [4.6268, -1.0543, 2.5834], [4.3591, -1.3949, 3.9018], [3.0939, -1.1821, 4.4345], [2.0970, -0.6262, 3.6508], [1.1993, 1.0008, -1.4856], [0.5941, 2.5710, -2.0954], [0.0011, 3.4635, -1.1967], [-0.5251, 4.6560, -1.6637], [-0.4725, 4.9534, -3.0213], [0.1115, 4.0649, -3.9127], [0.6484, 2.8713, -3.4545], [2.4713, 0.3818, -2.5756], [3.8090, 0.7327, -2.3940], [4.7675, 0.2256, -3.2541], [4.3932, -0.6204, -4.2927], [3.0618, -0.9638, -4.4764], [2.0961, -0.4675, -3.6137], [2.3971, 2.0552, 0.2416], [-1.6753, 1.2719, 2.0246], [-2.5620, 3.0969, 3.4257], [-1.0097, 4.5966, 4.6252], [1.4307, 4.2568, 4.4485], [2.3276, 2.4152, 3.0875], [3.8425, -0.2353, 0.7623], [5.6188, -1.2015, 2.1760], [5.1401, -1.8178, 4.5195], [2.8883, -1.4399, 5.4647], [1.1201, -0.4399, 4.0827], [-0.0309, 3.2432, -0.1340], [-0.9651, 5.3603, -0.9703], [-0.8804, 5.8878, -3.3830], [0.1577, 4.3038, -4.9663], [1.1129, 2.1850, -4.1513], [4.1056, 1.3940, -1.5884], [5.8071, 0.4923, -3.1206], [5.1471, -1.0128, -4.9620], [2.7740, -1.6227, -5.2845], [1.0588, -0.7456, -3.7466], [-6.9357, -2.1390, 3.2090], [-5.6463, -3.0662, 2.9539], [-4.8083, -2.3592, 2.2127], [-3.5142, -2.8087, 1.7436], [-3.0056, -4.0904, 1.9787], [-1.7832, -4.4346, 1.4492], [-1.0796, -3.4926, 0.7075], [-1.5444, -2.2655, 0.5056], [-2.7531, -1.9166, 0.9910], [-3.2676, -0.5886, 0.6410], [-2.4964, 0.1919, -0.1389], [-2.9525, 1.3660, -0.5653], [-4.2009, 1.8473, -0.1929], [-4.9948, 1.0787, 0.6308], [-4.5325, -0.1699, 1.0553], [-5.3029, -1.0769, 1.8791], [-6.5061, -0.8330, 2.3737], [-3.5906, -4.7937, 2.5570], [-1.3633, -5.4200, 1.5903], [-0.1251, -3.7278, 0.2585], [-2.3065, 1.9292, -1.2268], [-4.5355, 2.8055, -0.5631], [-5.9771, 1.4120, 0.9400], [2.3698, -2.5652, -0.8109], [3.1412, -3.8915, 0.3866], [2.0711, -4.2496, 1.9315], [4.0981, -3.5017, 0.7087], [3.2430, -4.8019, -0.1892], [-1.5459, -3.5430, -4.8396], [-1.5993, -2.2268, -4.7436], [-0.4679, -1.7009, -5.2140], [-2.6237, -1.7561, -5.4296], [-1.8168, -1.7606, -2.9743], [-3.0460, -2.3422, -2.5459], [-1.7127, -0.3002, -2.8899], [-0.6009, -2.2926, -2.2783]], "lowdin_charge": [0.6573, -0.3498, 0.9514, -0.3741, -0.0965, -0.0574, -0.0453, -0.0466, -0.0766, -0.3856, -0.1223, -0.0676, -0.0533, -0.0594, -0.0968, 0.9072, -0.3388, -0.1037, -0.0579, -0.0417, -0.0415, -0.0544, -0.4064, -0.0802, -0.0489, -0.0383, -0.0421, -0.1197, 0.1021, 0.0771, 0.1130, 0.1189, 0.1189, 0.1167, 0.0808, 0.1166, 0.1184, 0.1178, 0.1150, 0.0947, 0.1161, 0.1195, 0.1205, 0.1132, 0.1082, 0.1181, 0.1200, 0.1213, 0.0800, 1.1011, -0.1926, -0.2962, -0.0529, 0.0644, 0.0064, -0.1111, 0.0405, -0.1166, -0.1288, 0.0208, -0.0755, 0.0146, 0.0622, -0.0547, -0.2988, -0.1939, 0.1382, 0.1270, 0.0496, 0.1159, 0.1286, 0.1377, 0.7356, -0.9629, 0.6929, 0.0005, 0.0124, 0.1817, -0.6738, 0.1469, 0.1838, 0.5299, -0.2229, -0.3355, -0.3923]}